# 1
DFT (ωB97M-V/def2-TZVPD) results for C48H67N7O6PSiSr as an isolated structure in a non-equilibrium geometry.

The value obtained for the gap between HOMO and LUMO is 5.13 eV. Its HOMO energy is -3.637 eV. For the total energy, the calculation gives -3365.86480 Ha.

```
! RIJCOSX wB97M-V def2-TZVPD def2/J DEFGRID3
* xyz -1 1
Sr 0.00983 0.02158 -0.54309
N -3.51114 -10.00030 1.46351
C -3.21656 -8.92830 1.17022
C -2.85171 -7.58692 0.80063
C -2.37408 -6.70346 1.76721
C -2.03492 -5.41128 1.40840
C -2.15843 -4.99403 0.08443
C -2.62229 -5.88680 -0.87734
C -2.97705 -7.17704 -0.52489
C -1.76631 -3.60670 -0.29065
C -2.48937 -2.58350 0.32047
C -3.61601 -2.75855 1.18079
C -3.89557 -1.53126 1.72632
C -2.92577 -0.65234 1.18804
N -2.11436 -1.24439 0.32467
C -0.65197 -3.49674 -1.13495
C 0.23523 -4.56328 -1.46360
C 1.28727 -4.00536 -2.15272
C 0.99858 -2.62359 -2.22978
N -0.15442 -2.30768 -1.64629
H -2.27094 -7.03326 2.79230
H -1.65976 -4.71574 2.15041
H -2.70636 -5.55812 -1.90507
H -3.34771 -7.87019 -1.26793
H -4.13889 -3.68424 1.36133
H -4.65660 -1.28472 2.44964
H -2.79612 0.39527 1.43453
H 0.11248 -5.59870 -1.18779
H 2.16070 -4.50120 -2.54521
H 1.60799 -1.85950 -2.70072
O -1.63682 7.44688 3.20132
C -2.57188 6.48486 3.42912
O -3.71490 6.81152 3.60167
C -2.08846 5.08157 3.43085
C -3.02255 4.06192 3.27125
C -2.62830 2.74001 3.22631
C -1.27485 2.37227 3.33312
C -0.35266 3.40514 3.56919
C -0.74811 4.72522 3.59928
N -0.88077 1.04211 3.28568
C -1.69882 0.16927 4.02853
C -1.28699 -1.10357 4.03227
C -1.92735 -2.21959 4.68883
C -1.30806 -3.40882 4.75774
C -0.00118 -3.55066 4.16317
C 0.51625 -2.51482 3.46294
N -0.11794 -1.31238 3.27577
H -0.79662 7.03029 2.97806
H -4.06386 4.32986 3.15345
H -3.37327 1.96765 3.07813
H 0.67891 3.14905 3.76663
H 0.00728 5.47344 3.82017
H -2.56264 0.53482 4.56107
H -2.90361 -2.05479 5.12793
H -1.77428 -4.24748 5.26110
H 0.56248 -4.46849 4.24917
H 1.48509 -2.62534 3.00571
N -2.90990 1.89601 -2.51681
C -3.58033 1.26671 -1.38528
C -4.17626 2.27501 -0.41386
N -3.23552 3.30886 0.00008
C -2.64266 3.96090 -1.15792
C -2.01465 2.98450 -2.13765
H -3.56906 2.17534 -3.23297
H -1.54468 0.64372 -2.86871
H -2.81694 0.60910 -0.93816
H -4.33591 0.58059 -1.77560
H -4.58574 1.77233 0.46526
H -5.01403 2.77476 -0.91450
H -2.52298 2.93415 0.61820
H -1.91144 4.70375 -0.83040
H -3.44288 4.50124 -1.67598
H -1.13505 2.44134 -1.74524
H -1.65032 3.45926 -3.05152
C 1.61456 -1.09165 1.20352
Si 0.64618 0.24244 2.50020
C 2.04574 0.65987 3.69429
C 0.67986 1.89963 1.19391
H 2.47218 -1.22742 1.86178
H 2.07195 -0.86778 0.22421
H 1.11564 -2.05873 1.07166
H 2.82527 -0.10412 3.69115
H 1.63366 0.71040 4.70555
H 2.53354 1.60908 3.46508
H 1.28878 2.48840 1.87535
H -0.25468 2.45314 1.03988
H 1.26058 1.91341 0.25955
C -2.81137 -1.32756 -4.05567
C -1.86147 -0.32255 -4.72578
C -1.11423 -0.99263 -5.87861
C -0.90227 0.30852 -3.72191
H -3.79276 -1.34144 -4.53403
H -2.94339 -1.11299 -2.99304
H -2.40049 -2.33934 -4.10964
H -2.46586 0.47211 -5.17770
H -0.47236 -1.79024 -5.49458
H -0.47536 -0.27899 -6.40489
H -1.80443 -1.43495 -6.60045
H -0.48477 1.21542 -4.17592
H -0.05156 -0.33521 -3.49568
C 6.51127 0.64960 -0.90472
C 5.62379 -0.57835 -1.08886
C 6.23448 -1.50266 -2.13479
C 5.41017 -1.32710 0.23727
O 4.33595 -0.22756 -1.64930
P 3.47047 1.03157 -1.17326
O 3.68794 1.35418 0.25863
O 2.05728 0.74045 -1.63583
O 4.08377 2.18085 -2.13138
C 3.77449 3.58493 -2.01065
C 2.25876 3.82785 -1.98264
C 4.44596 4.15454 -0.76586
C 4.37840 4.20401 -3.26420
H 7.54260 0.32400 -0.75155
H 6.18706 1.23822 -0.04784
H 6.47255 1.27703 -1.79566
H 7.20233 -1.87222 -1.79226
H 6.36947 -0.96847 -3.07637
H 5.57465 -2.35371 -2.31029
H 5.98191 -2.25706 0.25831
H 4.35704 -1.57490 0.35135
H 5.70029 -0.71844 1.09307
H 1.88495 3.88863 -0.95857
H 1.74342 3.01070 -2.48573
H 2.01870 4.76394 -2.49087
H 4.05267 3.67719 0.12948
H 4.27416 5.23293 -0.71679
H 5.52193 3.97367 -0.80672
H 3.89293 3.80048 -4.15425
H 5.44336 3.97389 -3.31693
H 4.25083 5.28779 -3.25125
*
```

Here are the Mulliken charges for atoms 1 to 99, given in e:
1. Sr 0.61
2. N -0.58
3. C -0.12
4. C 0.58
5. C -0.86
6. C 0.15
7. C 0.04
8. C -0.13
9. C -0.91
10. C 1.06
11. C -0.95
12. C -1.38
13. C -1.93
14. C -0.26
15. N 1.68
16. C -0.54
17. C -0.73
18. C -1.84
19. C -0.24
20. N 0.73
21. H 0.51
22. H 0.46
23. H 0.51
24. H 0.45
25. H 0.65
26. H 0.48
27. H 0.56
28. H 0.59
29. H 0.46
30. H 0.53
31. O -0.51
32. C 0.62
33. O -0.59
34. C 0.90
35. C -1.02
36. C -0.14
37. C -0.71
38. C 0.04
39. C -1.15
40. N 0.90
41. C -1.00
42. C 0.47
43. C -1.25
44. C -0.29
45. C -1.22
46. C -0.22
47. N 0.50
48. H 0.29
49. H 0.40
50. H 0.42
51. H 0.35
52. H 0.36
53. H 0.55
54. H 0.46
55. H 0.43
56. H 0.45
57. H 0.67
58. N -0.28
59. C 0.33
60. C -1.53
61. N 0.06
62. C -1.30
63. C 0.48
64. H 0.38
65. H -0.96
66. H -0.41
67. H 0.67
68. H 0.38
69. H 0.52
70. H -0.10
71. H 0.45
72. H 0.44
73. H -0.47
74. H 0.58
75. C -2.08
76. Si 2.25
77. C -1.78
78. C -1.95
79. H 0.59
80. H 0.38
81. H 0.53
82. H 0.46
83. H 0.35
84. H 0.27
85. H 0.23
86. H 0.66
87. H 0.78
88. C -1.22
89. C 0.88
90. C -1.79
91. C 0.32
92. H 0.30
93. H -0.05
94. H 0.46
95. H 0.29
96. H 0.33
97. H 0.41
98. H 0.42
99. H 0.56

=====

# 2
DFT (ωB97M-V/def2-TZVPD) results for C48H70BrGeINP2PtSeSi as an isolated structure in a non-equilibrium geometry.

The value obtained for the gap between HOMO and LUMO is 7.44 eV. Its HOMO energy is -10.249 eV. For the total energy, the calculation gives -10367.25370 Ha.

```
! RIJCOSX wB97M-V def2-TZVPD def2/J DEFGRID3
* xyz 1 1
Pt -2.05261 -0.17689 -1.02821
I -5.14221 4.26555 1.51539
C -4.56535 3.31636 -0.24637
C -5.15829 3.62160 -1.45928
C -4.68603 2.98703 -2.60097
C -3.64373 2.09158 -2.48924
N -3.07896 1.79412 -1.31456
C -3.54137 2.38375 -0.20360
H -5.97165 4.33417 -1.51752
H -5.12119 3.19697 -3.56880
H -3.23718 1.59014 -3.35828
H -3.07428 2.09635 0.73013
C 0.24537 -3.55306 -0.60121
P -1.16306 -2.38800 -0.89271
C -1.60501 -2.84990 -2.60711
C -2.92408 -3.07719 -2.99868
C -3.22578 -3.31343 -4.33243
C -2.21662 -3.32225 -5.28860
C -0.90404 -3.07574 -4.90936
C -0.60070 -2.82640 -3.57647
C -2.34582 -3.17405 0.25273
C -2.86500 -4.45334 0.05616
C -3.67565 -5.03044 1.02312
C -3.95324 -4.34600 2.20063
C -3.43410 -3.07477 2.40484
C -2.63998 -2.48531 1.43032
P 1.36198 -2.96411 0.78153
C 2.48730 -1.95787 -0.27696
C 3.47267 -2.51115 -1.10262
C 4.24398 -1.69494 -1.91402
C 4.06374 -0.31315 -1.89453
C 3.08699 0.24173 -1.08580
C 2.28761 -0.58029 -0.29319
C 2.41238 -4.44825 1.01544
C 2.01670 -5.74737 0.70854
C 2.86122 -6.82243 0.97241
C 4.09756 -6.61185 1.56136
C 4.48935 -5.32092 1.90039
C 3.64953 -4.25060 1.63695
H 0.82512 -3.71965 -1.50392
H -0.26436 -4.46104 -0.29238
H -3.71400 -3.07991 -2.25680
H -4.25359 -3.49221 -4.62561
H -2.45183 -3.51391 -6.32876
H -0.11519 -3.07865 -5.65243
H 0.42536 -2.60550 -3.29101
H -2.65153 -4.99461 -0.86074
H -4.09490 -6.01551 0.85730
H -4.57826 -4.80673 2.95647
H -3.65394 -2.54007 3.32162
H -2.25028 -1.48337 1.56913
H 3.64270 -3.58197 -1.09914
H 4.99860 -2.12883 -2.56009
H 4.68566 0.32440 -2.51267
H 2.94968 1.31651 -1.05214
H 1.49579 -0.15428 0.31938
H 1.05051 -5.94101 0.25949
H 2.54579 -7.82539 0.71169
H 4.75389 -7.45083 1.75946
H 5.45110 -5.15216 2.37049
H 3.95713 -3.24362 1.90335
C 3.11444 2.22821 2.11665
C 1.99420 3.24251 2.39097
C 1.63598 3.86325 1.02954
C 2.56214 4.34195 3.31177
Si 0.48237 2.40786 3.22578
Br -0.59564 1.37614 1.46445
C -0.84796 3.62399 3.87154
C -0.42662 4.15470 5.25765
C -1.01212 4.82238 2.92285
C -2.23634 2.97948 4.00840
C 0.89588 0.94462 4.38399
C 1.91989 1.39026 5.44782
C -0.36846 0.45634 5.10861
C 1.46801 -0.26242 3.62761
H 3.90349 2.71409 1.52864
H 2.75256 1.37830 1.53784
H 3.57724 1.86090 3.03508
H 2.51310 4.39845 0.64430
H 0.80966 4.57358 1.08052
H 1.37596 3.08550 0.30810
H 3.46859 4.76664 2.86382
H 2.83547 3.94568 4.29587
H 1.85833 5.16411 3.45900
H 0.54769 4.65106 5.23300
H -0.38408 3.35568 6.00176
H -1.16196 4.88841 5.60889
H -0.09254 5.39921 2.81457
H -1.77451 5.49683 3.33005
H -1.34726 4.50585 1.92924
H -2.26587 2.20288 4.77241
H -2.58151 2.54540 3.06766
H -2.95717 3.75431 4.29597
H 1.55826 2.23435 6.04241
H 2.87713 1.67196 5.00213
H 2.11340 0.56081 6.13810
H -0.76874 1.21148 5.78811
H -0.12040 -0.42622 5.70975
H -1.15436 0.16920 4.40236
H 2.39049 -0.03022 3.09294
H 0.75293 -0.67173 2.91443
H 1.69933 -1.05383 4.35177
C -4.04017 -0.65377 -0.66113
H -4.67647 -0.21889 -1.43233
H -4.30526 -0.22919 0.31176
H -4.21581 -1.72623 -0.61092
C 0.60923 1.76213 -7.05297
Ge 1.22997 1.10934 -5.32123
C 2.32455 2.49137 -4.47951
C 2.20214 -0.58004 -5.40529
C -0.41148 0.74742 -4.25885
Se -0.11998 0.85515 -2.34066
C -0.16192 2.78696 -2.12953
H 1.45755 1.90712 -7.72590
H 0.11055 2.72565 -6.92621
H -0.08837 1.06636 -7.52333
H 3.20540 2.66431 -5.10313
H 2.66306 2.17819 -3.48819
H 1.78313 3.43535 -4.39641
H 3.21821 -0.41561 -5.77077
H 1.70720 -1.28323 -6.07861
H 2.26491 -1.02500 -4.40849
H -0.73822 -0.27378 -4.46242
H -1.22177 1.42935 -4.52637
H 0.84989 3.17498 -2.18918
H -0.58256 2.99786 -1.15024
H -0.77867 3.23096 -2.90854
*
```

Here are the Mulliken charges for atoms 1 to 99, given in e:
1. Pt 1.31
2. I 0.12
3. C -0.61
4. C -0.25
5. C -1.03
6. C -0.23
7. N 0.54
8. C 0.04
9. H 0.45
10. H 0.49
11. H 0.41
12. H 0.16
13. C -2.19
14. P 1.08
15. C 0.97
16. C -0.32
17. C -0.86
18. C -0.77
19. C -0.51
20. C -0.60
21. C 0.08
22. C -0.53
23. C -0.86
24. C -0.64
25. C -0.67
26. C -0.26
27. P 0.82
28. C -0.60
29. C -0.02
30. C -1.02
31. C -0.98
32. C 0.29
33. C -0.27
34. C 0.37
35. C -0.34
36. C -0.78
37. C -0.49
38. C -0.67
39. C -0.36
40. H 1.08
41. H 0.72
42. H 0.29
43. H 0.46
44. H 0.41
45. H 0.46
46. H 0.10
47. H 0.46
48. H 0.46
49. H 0.41
50. H 0.48
51. H 0.44
52. H 0.53
53. H 0.44
54. H 0.42
55. H 0.74
56. H 0.36
57. H 0.31
58. H 0.41
59. H 0.39
60. H 0.41
61. H 0.34
62. C -1.90
63. C 2.91
64. C -1.52
65. C -1.80
66. Si -2.13
67. Br 0.30
68. C 2.59
69. C -1.78
70. C -1.78
71. C -1.22
72. C 3.04
73. C -1.70
74. C -2.08
75. C -1.96
76. H 0.63
77. H -0.04
78. H 0.31
79. H 0.58
80. H 0.20
81. H -0.13
82. H 0.54
83. H 0.32
84. H 0.36
85. H 0.30
86. H 0.31
87. H 0.54
88. H 0.34
89. H 0.60
90. H 0.12
91. H 0.24
92. H -0.13
93. H 0.52
94. H 0.32
95. H 0.32
96. H 0.52
97. H 0.41
98. H 0.60
99. H 0.28

=====

# 3
DFT (ωB97M-V/def2-TZVPD) results for C48H75As3N2OPbSi as an isolated structure in a non-equilibrium geometry.

The value obtained for the gap between HOMO and LUMO is 8.02 eV. Its HOMO energy is -7.676 eV. For the total energy, the calculation gives -9248.49488 Ha.

```
! RIJCOSX wB97M-V def2-TZVPD def2/J DEFGRID3
* xyz 0 1
Pb -0.29562 0.54843 0.13585
C -3.80766 1.73111 1.81457
C -3.71335 3.24949 1.97627
C -2.71376 3.62302 3.07717
C -3.47625 3.92749 0.63392
C -4.52867 4.69170 0.13704
C -4.44167 5.35385 -1.07215
C -3.27283 5.26206 -1.80212
C -2.18812 4.52094 -1.34522
C -0.93705 4.55383 -2.20499
C 0.07873 5.60093 -1.72550
C -0.25197 3.20296 -2.36450
C -2.30176 3.81627 -0.13237
N -1.19325 3.03739 0.31345
C -0.23772 3.68463 0.88978
C 1.03472 3.17644 1.23494
C 2.04833 3.95516 1.80035
C 3.16350 3.14109 1.89245
C 2.80456 1.88678 1.37761
N 1.51023 1.89186 0.98292
C 3.77685 0.73078 1.31333
C 4.24085 0.40889 2.74518
C 5.00153 1.13635 0.47734
C 3.16500 -0.52199 0.70242
H -4.18867 1.28166 2.73363
H -2.82389 1.30862 1.60159
H -4.48533 1.47745 0.99805
H -4.69190 3.60195 2.31258
H -1.74584 3.15416 2.91997
H -3.08839 3.29685 4.04990
H -2.57261 4.70448 3.11519
H -5.44015 4.76287 0.71920
H -5.27067 5.94970 -1.43165
H -3.18138 5.79248 -2.74271
H -1.27013 4.87355 -3.19601
H 0.51095 5.32009 -0.76669
H -0.38702 6.58303 -1.62847
H 0.89614 5.67283 -2.44608
H 0.51311 3.04314 -1.60171
H 0.23391 3.15029 -3.33348
H -0.97836 2.39669 -2.31570
H -0.37102 4.74713 1.11198
H 1.95964 4.99204 2.08721
H 4.12941 3.41922 2.28273
H 4.79642 1.24430 3.17113
H 4.89291 -0.46883 2.74357
H 3.38122 0.20963 3.38747
H 5.42172 2.07880 0.82622
H 4.72638 1.24636 -0.57299
H 5.77191 0.36671 0.56144
H 2.47132 -0.97644 1.40929
H 3.95119 -1.24350 0.47328
H 2.62449 -0.29361 -0.22056
C 1.76891 -3.50537 -0.28142
As 0.40237 -2.52585 0.74570
C -1.20500 -3.43926 0.10696
C 0.73445 -3.62102 2.38460
C 0.35228 -3.08317 3.77243
C 1.08141 -1.76593 4.05361
C -1.17290 -2.88364 3.89160
As -1.95493 -1.21246 3.16345
C -1.80341 -0.10439 4.79109
C -3.81785 -1.79275 3.43018
C 0.75216 -4.14095 4.81801
As 2.61160 -4.56720 5.41969
C 3.05279 -2.92419 6.42117
C 3.79947 -4.22832 3.88054
H 1.40847 -4.49980 -0.54604
H 2.66593 -3.60725 0.32790
H 2.03740 -2.96611 -1.18846
H -1.07501 -4.52179 0.11491
H -1.42472 -3.11775 -0.91091
H -2.05370 -3.18357 0.74294
H 1.80851 -3.81266 2.38576
H 0.24024 -4.58499 2.22803
H 0.76668 -0.98998 3.34918
H 2.15702 -1.90042 3.94773
H 0.87196 -1.42145 5.06823
H -1.46143 -2.88846 4.94635
H -1.68960 -3.72527 3.42066
H -1.60159 -0.72199 5.66612
H -2.73266 0.43824 4.95763
H -1.00530 0.62975 4.68026
H -4.00201 -1.96619 4.49071
H -3.99983 -2.71823 2.88442
H -4.50677 -1.03375 3.06436
H 0.33850 -5.10679 4.51160
H 0.27000 -3.90456 5.77324
H 2.20496 -2.62525 7.03728
H 3.33380 -2.09662 5.77147
H 3.88914 -3.13774 7.08630
H 3.64959 -4.97965 3.10584
H 4.82245 -4.32763 4.24494
H 3.68585 -3.23281 3.45088
C 1.57273 -0.80016 -5.88223
C 1.65931 -0.32379 -4.42624
C 2.13536 1.13282 -4.41701
C 2.71330 -1.16881 -3.69460
Si 0.00563 -0.62892 -3.48751
O 0.15130 -0.40987 -1.90877
C -1.54391 0.22599 -4.18747
C -1.60290 1.05721 -5.30428
C -2.79206 1.65500 -5.70058
C -3.95953 1.42206 -4.98926
C -3.92808 0.58571 -3.88134
C -2.73524 -0.00534 -3.49565
C -0.42359 -2.44033 -3.89946
C -1.12121 -2.78508 -5.05935
C -1.42352 -4.10644 -5.35351
C -1.02642 -5.12149 -4.49266
C -0.34065 -4.80131 -3.33088
C -0.04575 -3.47524 -3.04557
H 2.54340 -0.68607 -6.37664
H 0.83744 -0.22324 -6.44825
H 1.28798 -1.85121 -5.93843
H 3.14053 1.20623 -4.84639
H 2.17448 1.52418 -3.39785
H 1.47965 1.77142 -5.01292
H 3.70696 -1.00315 -4.12291
H 2.48059 -2.23388 -3.77329
H 2.74526 -0.90044 -2.63490
H -0.70202 1.25648 -5.87511
H -2.80506 2.31375 -6.56086
H -4.88793 1.88573 -5.29778
H -4.83450 0.40208 -3.31699
H -2.71741 -0.66135 -2.62917
H -1.42935 -2.00780 -5.75050
H -1.97499 -4.34892 -6.25399
H -1.24743 -6.15422 -4.73160
H -0.03565 -5.58642 -2.64811
H 0.49409 -3.21908 -2.14301
*
```

Here are the natural (NBO) charges for atoms 1 to 99, given in e:
1. Pb 1.55
2. C -0.58
3. C -0.24
4. C -0.60
5. C -0.04
6. C -0.20
7. C -0.21
8. C -0.20
9. C -0.04
10. C -0.23
11. C -0.60
12. C -0.59
13. C 0.18
14. N -0.65
15. C 0.16
16. C -0.06
17. C -0.21
18. C -0.34
19. C 0.20
20. N -0.71
21. C -0.09
22. C -0.59
23. C -0.59
24. C -0.60
25. H 0.20
26. H 0.20
27. H 0.22
28. H 0.20
29. H 0.21
30. H 0.21
31. H 0.21
32. H 0.20
33. H 0.21
34. H 0.21
35. H 0.21
36. H 0.20
37. H 0.21
38. H 0.21
39. H 0.20
40. H 0.22
41. H 0.21
42. H 0.19
43. H 0.22
44. H 0.22
45. H 0.21
46. H 0.20
47. H 0.21
48. H 0.21
49. H 0.21
50. H 0.20
51. H 0.21
52. H 0.22
53. H 0.22
54. C -0.95
55. As 0.85
56. C -0.95
57. C -0.71
58. C -0.06
59. C -0.62
60. C -0.71
61. As 0.88
62. C -0.94
63. C -0.94
64. C -0.71
65. As 0.88
66. C -0.95
67. C -0.96
68. H 0.22
69. H 0.23
70. H 0.24
71. H 0.22
72. H 0.25
73. H 0.22
74. H 0.23
75. H 0.21
76. H 0.21
77. H 0.21
78. H 0.21
79. H 0.21
80. H 0.22
81. H 0.22
82. H 0.23
83. H 0.23
84. H 0.22
85. H 0.23
86. H 0.23
87. H 0.22
88. H 0.22
89. H 0.22
90. H 0.22
91. H 0.23
92. H 0.23
93. H 0.23
94. H 0.21
95. C -0.61
96. C -0.51
97. C -0.60
98. C -0.61
99. Si 2.04